# C7H9NO

A single C7H9NO molecule (ωB97M-V with the def2-TZVPD basis set, the OMol25 dataset).

Properties
* energy above the lowest of the compared OMol25 structures with the same formula, charge and spin: 181.4 kcal/mol
* LUMO energy: -0.139 eV
* E_HOMO: -8.5 eV
* total energy: -401.8520 a.u.
* SMILES: CC1=CC(=O)C[C@H]2N[C@H]12
* total charge: 0
* Kohn-Sham gap: 8.37 eV

CARTESIAN COORDINATES (ANGSTROEM)
C: 2.3553 -1.0806 -0.0127
C: 0.8873 -0.5156 -0.2805
C: -0.2605 -1.2868 -0.3611
C: -1.5842 -0.6650 -0.1036
O: -2.4652 -1.5143 0.0455
C: -2.0316 0.7156 0.0444
C: -0.7605 1.4106 -0.4226
N: 0.4560 2.0128 -0.1866
C: 0.5589 0.6856 0.1052
H: 2.5796 -0.6215 1.0385
H: 2.9016 -0.8424 -0.9296
H: 2.5815 -2.2750 0.1263
H: -0.4323 -2.3899 -0.2079
H: -3.0973 0.9752 -0.5001
H: -2.1676 1.0745 1.0510
H: -0.5525 1.2146 -1.5130
H: 0.6209 2.4381 0.9186
H: 0.4106 0.6641 1.1881